Record 1
This record from the Open Molecules 2025 dataset describes a 2-piece molecular cluster, C5H13IN overall at a distorted geometry. The level of theory is ωB97M-V/def2-TZVPD.

The geometry in ORCA input format:
```
! wB97M-V def2-TZVPD RIJCOSX def2/J DEFGRID3
* xyz 1 1
C 0.8077 -1.6964 -1.3229
C 0.7099 -1.9257 1.2121
C -0.6499 1.9791 -1.1055
C -1.0151 1.4820 1.2480
C 1.1704 -1.2327 0.0124
N -0.9174 0.9819 -0.1002
I 2.5066 0.3286 0.1929
H 1.6168 -2.3308 -1.7057
H -0.0978 -2.3002 -1.3102
H 0.7182 -0.8764 -2.0355
H 0.8775 -3.0042 1.1109
H 1.1856 -1.5731 2.1244
H -0.3746 -1.8197 1.3145
H -1.3694 2.8063 -1.0762
H 0.3431 2.4003 -0.9359
H -0.6864 1.5276 -2.0947
H -1.0627 0.6470 1.9473
H -0.1371 2.0875 1.4698
H -1.9044 2.1060 1.4025
H -1.7208 0.4130 -0.3481
*
```

Computed properties:
**E**: -14978.0317 eV
**HOMO energy (alpha / beta)**: -0.464 / -0.464 hartree
**Orbital gap (alpha / beta)**: 6.55 / 6.55 eV
**Molar mass**: 214.070 g/mol
**Maximum force**: 1.29 eV/A
**Relative energy (zero: lowest compared OMol25 entry of this formula, charge and spin)**: 191.9 kJ/mol

Charges per atom according to Löwdin partitioning, unit e: -0.119, -0.111, -0.141, -0.137, -0.678, -0.215, 1.173, 0.126, 0.109, 0.089, 0.125, 0.082, 0.118, 0.093, 0.051, 0.082, 0.073, 0.071, 0.093, 0.117

=====

Record 2
This record from the Open Molecules 2025 dataset describes a 2-piece molecular cluster, C5H13IN3P overall at a distorted geometry. The level of theory is ωB97M-V/def2-TZVPD.

The geometry in ORCA input format:
```
! wB97M-V def2-TZVPD RIJCOSX def2/J DEFGRID3
* xyz 0 1
C 1.0706 3.3911 2.2747
C -1.0610 -2.5145 -1.4790
C 1.2205 -1.5438 -1.6750
C -0.7211 0.5167 2.0788
C -0.2289 -1.2378 -1.5673
N -1.2871 0.2595 -0.0832
N -1.6245 0.9180 0.9061
N -0.3360 -0.5460 -0.3241
P 1.1157 4.0295 0.6850
I 2.4204 2.3141 -0.5137
H 0.4588 3.9522 2.9366
H 1.5450 2.3746 2.5492
H -0.7736 -3.2649 -2.1736
H -0.8907 -2.8716 -0.5065
H -2.1349 -2.3984 -1.7009
H 1.8270 -0.5742 -1.4701
H 1.3427 -1.8783 -2.7170
H 1.8107 -2.1996 -0.9034
H 0.1885 1.0238 1.8785
H -1.1841 0.7820 3.1193
H -0.4378 -0.5247 1.9223
H -0.4210 -0.5925 -2.4442
H -1.8990 0.5848 -0.7925
*
```

Computed properties:
**E**: -27251.2185 eV
**HOMO energy**: -0.308 hartree
**Orbital gap**: 8.12 eV
**Molar mass**: 273.058 g/mol
**Maximum force**: 4.88 eV/A
**Relative energy (zero: lowest compared OMol25 entry of this formula, charge and spin)**: 46.0 kJ/mol

Charges per atom according to Löwdin partitioning, unit e: -0.503, -0.057, -0.118, -0.105, -0.499, -0.171, -0.008, 0.013, 0.370, 0.251, -0.043, 0.015, 0.060, 0.062, 0.081, 0.027, 0.077, 0.117, -0.020, 0.106, 0.052, 0.141, 0.151

=====

Record 3
This record from the Open Molecules 2025 dataset describes C5H13MnN2O4S as an isolated structure. The level of theory is ωB97M-V/def2-TZVPD.

The geometry in ORCA input format:
```
! wB97M-V def2-TZVPD RIJCOSX def2/J DEFGRID3
* xyz 1 6
Mn -0.2070 0.3900 -0.3690
C 4.1908 -1.2835 -0.6047
O 3.4650 -1.1999 0.6556
C 2.2026 -0.8764 0.5819
O 1.6018 -0.6417 -0.4719
N 1.6070 -0.8275 1.7920
N 0.2673 -0.4318 1.8423
H 5.2153 -1.4801 -0.3158
H 4.1049 -0.3414 -1.1364
H 3.7886 -2.0996 -1.1972
H 2.1611 -0.9076 2.6300
H 0.1762 0.4386 2.3575
H -0.2837 -1.1587 2.2840
O -0.0452 2.1566 0.8224
C 0.4890 2.7334 -0.1742
O 0.5984 2.1389 -1.2792
H 0.8616 3.7561 -0.0676
C -3.3601 1.3591 -0.8785
S -2.3868 -0.0555 -1.4288
C -3.3154 -1.4414 -0.7571
H -3.5007 1.3384 0.1997
H -4.3183 1.3434 -1.3920
H -2.8157 2.2579 -1.1598
H -4.2906 -1.4487 -1.2384
H -3.4239 -1.3656 0.3224
H -2.7822 -2.3531 -1.0171
*
```

Computed properties:
**E**: -58717.6760 eV
**HOMO energy (alpha / beta)**: -0.478 / -0.501 hartree
**Orbital gap (alpha / beta)**: 10.20 / 10.56 eV
**Molar mass**: 252.174 g/mol
**Maximum force**: 0.27 eV/A

Charges per atom according to Löwdin partitioning, unit e: 0.841, 0.023, 0.026, -0.546, -0.002, 0.051, 0.033, 0.103, 0.104, 0.104, 0.174, 0.106, 0.121, -0.133, -0.470, -0.093, 0.145, -0.342, 0.802, -0.354, 0.055, 0.054, 0.049, 0.053, 0.049, 0.047

=====

Record 4
This record from the Open Molecules 2025 dataset describes a 2-piece molecular cluster, C5H13N overall at a distorted geometry. The level of theory is ωB97M-V/def2-TZVPD.

The geometry in ORCA input format:
```
! wB97M-V def2-TZVPD RIJCOSX def2/J DEFGRID3
* xyz 0 1
C -2.1956 -2.0364 5.9660
C -1.9112 -3.5384 5.6054
C -2.8981 -4.2784 5.0673
H -2.5096 -2.1253 6.9076
H -1.2739 -1.4731 5.7466
H -3.0486 -1.7969 5.3449
H -0.8078 -3.6628 5.4298
H -2.6449 -5.2884 4.7099
H -3.9733 -3.9991 5.0397
C 2.8241 2.8831 -3.9633
C 2.2870 2.6541 -5.5796
N 0.8789 2.5734 -5.8769
H 2.8471 1.9696 -3.5558
H 3.8543 3.2666 -4.0103
H 2.1430 3.5909 -3.3286
H 2.7969 3.5153 -6.0609
H 2.8125 1.7240 -6.0075
H 0.3097 2.5992 -5.0734
H 0.5094 3.4229 -6.3611
*
```

Computed properties:
**E**: -6883.2171 eV
**HOMO energy**: -0.341 hartree
**Orbital gap**: 10.51 eV
**Molar mass**: 87.166 g/mol
**Maximum force**: 5.02 eV/A
**SMILES**: C=CC.CCN
**Relative energy (zero: lowest compared OMol25 entry of this formula, charge and spin)**: 287.5 kJ/mol

Charges per atom according to Löwdin partitioning, unit e: -0.100, -0.219, -0.043, 0.012, 0.078, 0.061, 0.099, 0.046, 0.067, -0.068, -0.303, -0.048, -0.020, 0.050, 0.091, 0.082, 0.103, 0.032, 0.082

=====

Record 5
This record from the Open Molecules 2025 dataset describes one molecule with the formula C5H13N at a distorted geometry. The level of theory is ωB97M-V/def2-TZVPD.

The geometry in ORCA input format:
```
! wB97M-V def2-TZVPD RIJCOSX def2/J DEFGRID3
* xyz 0 1
C 0.1870 -1.2013 1.2361
C -1.1064 -0.6252 1.8771
C 0.8042 -0.0343 0.4319
N -0.0730 0.5144 -0.6059
C -0.3218 -0.4047 -1.7056
C 0.4815 1.7525 -1.1052
H 0.9689 -1.4913 1.9356
H 0.0221 -2.0670 0.6173
H -1.8880 -0.5536 1.0975
H -0.9755 0.4494 2.0715
H -1.3303 -1.1271 2.8028
H 1.1743 0.7468 1.1018
H 1.6458 -0.4631 -0.2013
H -0.7957 0.1269 -2.5468
H 0.7271 -0.6981 -1.9528
H -0.9398 -1.2020 -1.3006
H -0.2360 2.1836 -1.8204
H 1.4661 1.6434 -1.5955
H 0.5127 2.5419 -0.3128
*
```

Computed properties:
**E**: -6884.9986 eV
**HOMO energy**: -0.306 hartree
**Orbital gap**: 9.50 eV
**Molar mass**: 87.166 g/mol
**Maximum force**: 2.73 eV/A
**SMILES**: CCCN(C)C
**Relative energy (zero: lowest compared OMol25 entry of this formula, charge and spin)**: 115.7 kJ/mol

Charges per atom according to Löwdin partitioning, unit e: -0.230, -0.103, -0.251, -0.321, -0.088, -0.136, 0.099, 0.085, 0.073, 0.068, 0.056, 0.117, 0.117, 0.089, 0.089, 0.077, 0.080, 0.085, 0.093

=====

Record 6
This record from the Open Molecules 2025 dataset describes a 2-piece molecular cluster, C5H13N overall at a distorted geometry. The level of theory is ωB97M-V/def2-TZVPD.

The geometry in ORCA input format:
```
! wB97M-V def2-TZVPD RIJCOSX def2/J DEFGRID3
* xyz 0 1
C 2.0478 -1.8642 -0.8874
C 0.7030 -2.2714 -0.2804
C -0.4972 -1.9809 -0.7782
H 2.8499 -1.7310 -0.1486
H 1.8786 -0.8473 -1.3295
H 2.3186 -2.6332 -1.5887
H 0.8326 -3.0469 0.3993
H -1.4147 -2.5017 -0.5364
H -0.5679 -1.2813 -1.5623
C -0.8522 2.0382 -0.5550
N -1.3286 1.8482 0.8081
C -0.1853 1.6125 1.6769
H -1.6674 2.4002 -1.1456
H -0.6909 1.0155 -1.0478
H -0.0726 2.9552 -0.7256
H -1.7616 2.7638 1.1628
H 0.5750 2.4601 1.6588
H -0.5683 1.6442 2.7302
H 0.2922 0.6593 1.4212
*
```

Computed properties:
**E**: -6883.8109 eV
**HOMO energy**: -0.330 hartree
**Orbital gap**: 10.14 eV
**Molar mass**: 87.166 g/mol
**Maximum force**: 2.84 eV/A
**SMILES**: C=CC.CNC
**Relative energy (zero: lowest compared OMol25 entry of this formula, charge and spin)**: 230.3 kJ/mol

Charges per atom according to Löwdin partitioning, unit e: -0.105, -0.231, -0.013, 0.066, 0.079, 0.063, 0.061, 0.055, 0.027, -0.193, -0.211, -0.188, 0.040, 0.077, 0.121, 0.126, 0.081, 0.081, 0.064

=====

What is the formula in the third record?
C5H13MnN2O4S